(1)
This record from the Open Molecules 2025 dataset describes a molecular structure, C33H45IrN2PS2. The level of theory is the ωB97M-V functional and the def2-TZVPD basis.

Results
Frontier orbital gap (spin up / spin down) in eV: 6.925 / 4.188
<S²>: 0.77
E_HOMO (spin up / spin down) in eV: -14.5 / -14.0

```
! RIJCOSX wB97M-V def2-TZVPD def2/J DEFGRID3
* xyz 2 2
C -0.01 4.51 1.46
C 3.43 -1.20 -2.99
H -1.24 -3.77 1.14
C -0.48 -4.37 0.64
H 3.04 1.45 2.06
H -0.32 4.58 -1.68
H -2.15 3.41 2.80
C 2.35 -0.41 1.29
C 0.93 -3.97 1.06
C 1.74 2.43 -0.41
C -0.44 3.04 1.57
H 0.94 -2.82 -1.42
H 5.01 0.19 1.28
H 4.72 0.85 -0.89
H 4.24 -0.73 -2.44
C 4.38 2.94 -1.20
C 3.10 0.39 2.34
H -2.34 1.95 1.84
C -3.98 -1.77 2.90
H -3.03 2.21 -2.22
H -2.51 3.54 1.09
H 1.40 2.57 2.64
C -1.25 4.03 -1.57
C 1.33 -2.57 0.68
C 4.00 1.66 -0.85
H -0.66 -5.41 0.93
C 1.34 -2.15 -0.67
P 0.01 2.03 0.05
H 2.99 -4.67 0.76
C 3.45 3.97 -1.15
H 5.15 0.51 3.01
N -4.20 -1.66 4.02
H 1.03 -0.89 -4.46
C -1.95 2.97 1.82
C -2.44 -1.29 1.14
C -1.07 2.51 -1.43
C -4.37 -2.57 0.55
H 5.40 3.14 -1.51
H 0.05 3.08 3.65
C 2.15 3.72 -0.76
H -0.36 5.00 2.37
C 2.59 0.18 3.76
C 0.97 -1.29 -3.45
H 3.48 -2.28 -2.83
C 1.97 -4.93 0.47
H 0.07 1.45 3.01
H 1.08 4.61 1.44
C -2.47 1.89 -1.34
H 4.68 -1.10 2.45
H -1.84 4.47 -0.77
H -1.82 4.19 -2.50
C 2.29 0.01 -0.09
Ir 0.16 -0.29 0.38
H 0.99 -4.03 2.15
H -0.62 -4.30 -0.44
C 0.32 2.48 2.78
H 2.96 -0.77 4.17
H -0.44 5.04 0.62
H 3.74 4.98 -1.42
H 1.11 -2.37 -3.53
S -1.73 -1.29 -0.45
C 4.58 -0.03 2.25
H 2.97 0.97 4.41
H 2.06 0.43 -2.73
H 1.92 -4.95 -0.62
C -3.59 -1.87 1.52
H -0.05 -1.11 -3.08
H 3.59 -1.02 -4.05
C 1.85 -1.68 1.62
H 1.77 -5.95 0.82
H -3.02 2.22 -0.46
C 1.88 -0.92 -1.10
C 2.69 1.40 -0.46
H -0.22 0.92 -2.65
C 2.05 -0.65 -2.58
H -2.45 0.81 -1.36
H 1.46 4.54 -0.73
S -1.29 -0.46 2.14
H -1.01 2.20 -3.55
H 1.50 0.17 3.84
H 1.88 -1.99 2.66
H 0.59 2.48 -2.86
C -0.37 1.99 -2.69
N -4.95 -3.18 -0.24
*
```



(2)
This record from the Open Molecules 2025 dataset describes a molecular structure, C33H45KN11O4S2 at a distorted geometry. The level of theory is the ωB97M-V functional and the def2-TZVPD basis.

Results
Frontier orbital gap in eV: 3.934
E_HOMO in eV: -3.2

```
! RIJCOSX wB97M-V def2-TZVPD def2/J DEFGRID3
* xyz -1 1
H 3.11 2.59 0.34
N 2.60 1.64 -3.67
H -0.31 1.91 3.41
N -1.89 2.93 -1.51
H 2.65 4.86 -0.66
N -2.83 0.36 0.30
H 3.96 -6.22 2.76
N 0.44 -2.08 -1.38
H -2.05 -2.55 -1.98
C -4.67 -1.45 2.90
C -4.35 -0.46 2.00
H 1.97 -7.27 1.58
H 0.93 -6.14 -0.29
N 2.15 1.72 -2.34
H 1.37 3.67 2.69
H 5.81 0.47 -3.68
C -1.70 -1.17 3.45
O 2.23 -4.36 2.09
H 2.54 1.61 -6.82
H -3.13 0.74 -2.29
H 2.63 2.44 2.90
N 2.74 1.59 -5.82
N -0.96 0.60 1.98
C -0.69 5.41 0.48
H -5.74 -1.55 3.06
C -0.26 -3.16 -1.08
C 1.81 -3.80 -0.95
C -3.06 -0.10 1.50
C 1.73 -2.45 -1.33
C -2.48 -2.24 3.82
H 1.49 1.05 1.11
C 1.94 2.85 2.15
H -3.66 3.30 -2.70
H 5.48 1.99 -2.77
C -1.98 5.18 -2.39
C -1.90 7.14 -0.85
N 3.98 1.29 -5.36
C -3.86 -2.38 3.54
O 2.77 -5.87 -1.19
H -0.76 -5.93 -0.73
O 0.44 -4.94 3.80
C -2.04 6.51 -2.09
C 5.03 1.06 -3.15
C -3.78 1.39 -1.70
H -4.55 1.56 0.29
H -4.73 1.33 -2.25
C 2.71 3.41 0.97
H -0.85 -4.45 1.66
S 1.16 -5.26 2.54
C -1.75 -3.23 -1.16
H 0.65 0.38 3.36
C -0.36 4.45 -0.54
K -0.24 0.71 -1.10
H -0.73 -1.10 3.96
H -1.65 7.18 1.23
H 2.57 -1.77 -1.54
S 0.24 2.03 -5.01
H -2.02 -3.00 4.46
H -2.17 -2.93 -0.22
H -3.84 3.42 -0.96
C 0.09 1.13 2.74
H 1.58 5.26 0.68
H 2.98 1.87 -1.78
C -1.87 -0.23 2.37
H -4.75 -0.05 -0.48
C 3.90 1.33 -4.06
H -2.25 8.16 -0.75
H -0.83 -6.24 1.72
H 4.68 0.47 -2.31
C 1.90 -6.90 2.61
C 0.95 1.82 1.69
H 3.64 -7.82 3.50
C 0.07 -5.51 -0.11
O 3.97 -4.04 -1.48
C 1.84 1.75 -4.81
H -5.16 0.03 1.50
C 1.93 4.43 0.07
H -0.26 5.23 1.46
C 3.23 -6.81 3.32
H -2.07 -4.28 -1.39
H 1.19 -7.50 3.20
H -2.26 7.17 -2.93
H -2.48 4.79 -3.29
H 0.24 2.22 0.97
C -3.33 2.83 -1.75
C -1.43 4.14 -1.56
C -4.04 0.81 -0.35
H 1.57 2.55 -2.23
H -4.34 -3.30 3.91
C -0.27 -5.37 1.38
N 0.49 -4.25 -0.77
H 3.11 -6.32 4.31
C -1.43 6.54 0.34
H 3.60 3.94 1.33
N 0.79 3.85 -0.66
N 2.88 -4.62 -1.22
*
```



The following energy above the lowest of the compared OMol25 structures with the same formula, charge and spin values (in kJ/mol) correspond, in order, to the records above: 0.0; 46.4.